Model A:
Molecular formula: C3H3NOS2
Method: DFT, ωB97M-V/def2-TZVPD

Geometry (Å):
C  -0.64  -0.03  -0.43
C  1.97  -0.21  0.76
H  3.00  -0.62  0.54
O  0.31  1.17  1.46
S  -1.83  0.05  -1.54
H  -1.02  -0.57  1.55
S  0.78  -0.96  -0.58
H  -1.61  1.17  1.03
N  1.53  0.63  1.60
C  -0.79  0.37  0.97

Computed properties:
SMILES ... S=C1CON=CS1
HOMO ... -0.3354 Eh
2S+1 ... 1
Orbital gap ... 8.295 eV

***

Model B:
Molecular formula: C3H3NOS2
Method: DFT, ωB97M-V/def2-TZVPD

Geometry (Å):
C  0.35  0.85  -1.01
H  -2.66  -1.95  0.16
N  -1.42  -0.67  1.11
H  1.31  2.38  0.21
H  -0.03  1.47  -1.77
S  1.00  -1.44  0.18
C  0.37  -0.59  -1.01
C  1.05  1.40  0.05
S  1.90  0.39  1.25
O  -1.87  -1.83  0.84

Computed properties:
HOMO (alpha / beta) ... -0.3144 / -0.3147 Eh
2S+1 ... 1
Orbital gap (alpha / beta) ... 8.280 / 8.252 eV

***

Consider the structures shown above. The most stable of them is model A.